[1]
Here is a structure of composition C25H22Cl2IrO8P2S9 in a non-equilibrium geometry from OMol25. Energies are from ωB97M-V with the def2-TZVPD basis set.

```
69
Properties=species:S:1:pos:R:3:nbo_charge:R:1
Ir 0.43 1.10 0.30 1.11
Cl 0.38 1.48 2.62 0.21
C 2.04 1.27 3.15 -0.09
C 2.34 1.54 4.48 -0.22
C 3.64 1.35 4.91 -0.22
C 4.61 0.91 4.02 -0.22
C 4.27 0.66 2.70 -0.07
Cl 5.50 0.10 1.62 0.03
C 2.97 0.83 2.22 -0.14
S 2.59 0.46 0.55 0.08
H 1.56 1.88 5.15 0.23
H 3.90 1.55 5.94 0.23
H 5.63 0.76 4.34 0.23
C 1.93 4.18 -3.33 -0.64
C 1.43 3.29 -2.20 -0.49
O 2.50 2.56 -1.60 -0.72
P 0.31 1.98 -2.79 2.41
O 0.88 1.28 -4.08 -0.97
O -0.97 2.69 -3.29 -1.00
O 0.11 0.93 -1.72 -1.08
P 0.39 4.20 -0.97 2.38
O 1.33 5.44 -0.56 -1.00
O -0.82 4.67 -1.71 -1.14
O 0.20 3.30 0.22 -1.14
H 2.47 3.58 -4.07 0.23
H 2.60 4.93 -2.92 0.23
H 1.10 4.69 -3.82 0.24
H 3.05 3.15 -1.08 0.49
H 1.41 0.50 -3.87 0.53
H -1.13 3.53 -2.75 0.55
H 0.86 6.27 -0.63 0.52
C -3.55 -0.70 -2.67 -0.74
S -4.73 -1.31 -1.45 0.41
C -5.01 -0.07 -0.29 -0.38
C -4.27 1.06 0.05 -0.43
S -2.80 1.52 -0.58 0.02
S -4.98 2.03 1.34 0.49
C -6.36 1.04 1.68 -0.58
S -7.48 1.35 2.82 0.02
S -6.45 -0.36 0.65 0.49
H -3.65 -1.41 -3.49 0.23
H -2.54 -0.71 -2.28 0.26
H -3.82 0.29 -3.00 0.25
O -0.43 -0.63 0.68 -0.76
C -0.11 -1.97 0.41 0.12
C 0.22 -2.19 -1.05 -0.19
C -0.59 -2.71 -2.02 -0.26
C -0.01 -2.71 -3.31 -0.25
C 1.25 -2.19 -3.31 -0.46
S 1.73 -1.71 -1.74 0.48
C 0.99 -2.48 1.32 -0.20
C 1.96 -3.41 1.08 -0.27
C 2.74 -3.69 2.23 -0.25
C 2.34 -2.99 3.32 -0.42
S 1.00 -1.98 2.97 0.46
C -1.39 -2.71 0.77 -0.19
C -1.63 -4.05 0.77 -0.27
C -2.94 -4.37 1.21 -0.25
C -3.66 -3.26 1.54 -0.44
S -2.75 -1.82 1.32 0.49
H -1.58 -3.08 -1.80 0.24
H -0.50 -3.09 -4.19 0.22
H 1.93 -2.10 -4.14 0.23
H 2.11 -3.86 0.12 0.23
H 3.56 -4.39 2.24 0.22
H 2.76 -3.00 4.31 0.24
H -0.89 -4.78 0.47 0.23
H -3.32 -5.37 1.28 0.22
H -4.67 -3.21 1.90 0.24
```

- 2S+1: 2
- <S²>: 0.776
- HOMO level (spin up / spin down): -7.664 / -7.661 eV
- ΔE to the lowest compared entry with this formula, charge and spin: 1.170 eV
- Lowest unoccupied orbital energy (spin up / spin down): -0.75 / -2.25 eV

---

[2]
Here is the molecule C25H22ClN3O3 from OMol25. Energies are from ωB97M-V with the def2-TZVPD basis set.

```
54
Properties=species:S:1:pos:R:3:nbo_charge:R:1
C -0.28 2.40 -2.33 -0.25
O -1.40 1.57 -2.13 -0.53
C -1.80 1.31 -0.84 0.28
C -1.25 1.93 0.27 -0.29
C -1.61 1.58 1.56 -0.23
C -2.51 0.54 1.77 -0.03
C -2.82 0.03 3.16 -0.43
C -1.55 -0.24 3.98 -0.23
N -0.48 -0.75 3.16 -0.60
C 0.63 -0.02 2.92 0.67
O 0.95 0.93 3.61 -0.63
C 1.41 -0.42 1.71 -0.09
C 0.75 -0.76 0.56 -0.24
C 1.47 -0.94 -0.64 0.26
C 0.73 -1.24 -1.87 0.13
C 1.30 -1.02 -3.13 -0.22
C 0.55 -1.30 -4.25 -0.17
C -0.72 -1.82 -4.09 -0.26
C -1.19 -2.02 -2.80 0.05
N -0.49 -1.74 -1.72 -0.42
N 2.77 -0.80 -0.71 -0.41
C 3.46 -0.53 0.41 0.09
C 4.87 -0.43 0.33 -0.02
Cl 5.62 -0.69 -1.19 0.03
C 5.62 -0.14 1.44 -0.22
C 4.99 0.06 2.67 -0.20
C 3.63 -0.03 2.79 -0.19
C 2.83 -0.32 1.67 0.01
C -3.11 -0.04 0.66 -0.25
C -2.80 0.35 -0.64 0.26
O -3.51 -0.30 -1.61 -0.51
C -3.68 0.31 -2.87 -0.24
H -0.09 2.37 -3.40 0.20
H 0.60 2.02 -1.79 0.18
H -0.48 3.43 -2.02 0.18
H -0.51 2.71 0.15 0.22
H -1.16 2.09 2.39 0.23
H -3.43 0.75 3.70 0.23
H -3.40 -0.89 3.06 0.21
H -1.77 -0.95 4.79 0.20
H -1.17 0.68 4.43 0.23
H -0.71 -1.50 2.52 0.40
H -0.33 -0.84 0.51 0.25
H 2.31 -0.62 -3.19 0.24
H 0.96 -1.13 -5.24 0.22
H -1.34 -2.05 -4.95 0.22
H -2.18 -2.42 -2.62 0.20
H 6.69 -0.08 1.36 0.23
H 5.60 0.28 3.54 0.22
H 3.15 0.14 3.74 0.24
H -3.84 -0.82 0.78 0.22
H -4.49 -0.25 -3.35 0.19
H -2.78 0.25 -3.48 0.19
H -3.98 1.35 -2.77 0.18
```

- SMILES string: COc1ccc(CCNC(=O)c2cc(-c3ccccn3)nc3c(Cl)cccc23)cc1OC
- HOMO level: -8.131 eV
- Lowest unoccupied orbital energy: -0.37 eV

---

[3]
Here is a structure of composition C25H22CoN4O3S in a non-equilibrium geometry from OMol25. Energies are from ωB97M-V with the def2-TZVPD basis set.

```
56
Properties=species:S:1:pos:R:3:nbo_charge:R:1
Co 0.21 -0.35 -0.22 1.13
O 2.74 -3.18 -1.79 -0.67
C 2.22 -2.21 -1.23 0.59
N 0.97 -1.79 -1.39 -0.70
C 0.13 -2.57 -2.26 -0.28
C -1.30 -2.16 -2.09 0.25
C -2.33 -2.86 -2.71 -0.25
C -3.63 -2.41 -2.57 -0.14
C -3.86 -1.28 -1.79 -0.27
C -2.78 -0.67 -1.17 0.07
N -1.53 -1.09 -1.33 -0.49
C 2.96 -1.38 -0.22 0.14
C 4.25 -1.72 0.15 -0.21
C 4.90 -0.94 1.09 -0.15
C 4.22 0.16 1.61 -0.25
C 2.93 0.41 1.20 0.05
N 2.30 -0.34 0.31 -0.46
H 0.25 -3.64 -2.06 0.22
H 0.44 -2.40 -3.30 0.22
H -2.10 -3.74 -3.28 0.23
H -4.44 -2.92 -3.05 0.22
H -4.85 -0.89 -1.65 0.23
H -2.92 0.20 -0.54 0.23
H 4.71 -2.59 -0.30 0.25
H 5.90 -1.17 1.41 0.22
H 4.69 0.80 2.34 0.23
H 2.37 1.24 1.60 0.22
C -1.63 -3.30 5.14 -0.64
C -1.18 -2.61 3.90 0.05
C -0.62 -3.30 2.83 -0.25
C -0.21 -2.61 1.70 0.06
N -0.34 -1.29 1.58 -0.52
C -0.87 -0.62 2.60 0.06
C -1.30 -1.23 3.76 -0.25
H -1.50 -4.37 5.08 0.22
H -2.68 -3.08 5.33 0.23
H -1.07 -2.92 6.00 0.23
H -0.50 -4.37 2.87 0.22
H 0.24 -3.12 0.87 0.21
H -0.95 0.46 2.48 0.23
H -1.71 -0.62 4.55 0.22
O -0.92 7.38 -3.16 -0.67
C 0.21 6.81 -2.68 0.77
O 1.25 7.41 -2.73 -0.57
C 0.06 5.47 -2.07 -0.21
C -0.98 4.59 -2.38 -0.20
C -1.10 3.39 -1.72 -0.22
C -0.21 3.05 -0.70 -0.16
S -0.55 1.71 0.36 -0.44
C 0.89 3.88 -0.46 -0.17
C 1.02 5.06 -1.14 -0.16
H -1.69 6.83 -3.00 0.48
H -1.69 4.82 -3.16 0.20
H -1.91 2.71 -1.96 0.22
H 1.62 3.59 0.28 0.21
H 1.85 5.73 -0.94 0.23
```

- 2S+1: 2
- <S²>: 0.777
- HOMO level (spin up / spin down): -7.730 / -7.816 eV
- ΔE to the lowest compared entry with this formula, charge and spin: 0.259 eV
- Lowest unoccupied orbital energy (spin up / spin down): 0.26 / 0.17 eV

---

[4]
Here is a structure of composition C25H22FeN5O7 from OMol25. Energies are from ωB97M-V with the def2-TZVPD basis set.

```
60
Properties=species:S:1:pos:R:3:nbo_charge:R:1
Fe 0.57 0.68 0.43 1.56
C -3.01 3.15 1.04 -0.68
C -2.05 1.98 1.20 0.50
O -0.87 2.17 0.76 -0.80
C -2.51 0.83 1.81 -0.51
C -1.70 -0.29 2.19 0.29
C -2.35 -1.33 3.08 -0.66
N -0.45 -0.40 1.85 -0.52
N 0.25 -1.49 2.43 -0.50
C 1.51 -1.39 2.10 0.53
O 2.06 -0.51 1.35 -0.81
C 2.42 -2.43 2.70 -0.01
C 1.95 -3.63 3.21 -0.20
C 2.82 -4.55 3.78 -0.23
C 4.18 -4.28 3.84 -0.23
C 4.66 -3.08 3.32 -0.22
C 3.79 -2.16 2.75 -0.21
H -2.46 4.08 1.13 0.22
H -3.81 3.11 1.78 0.20
H -3.45 3.13 0.04 0.23
H -3.54 0.81 2.13 0.20
H -3.43 -1.22 3.06 0.20
H -1.99 -1.22 4.10 0.23
H -2.06 -2.34 2.77 0.21
H 0.88 -3.83 3.17 0.22
H 2.44 -5.49 4.17 0.20
H 4.87 -4.99 4.28 0.20
H 5.73 -2.86 3.36 0.20
H 4.14 -1.24 2.32 0.24
N -1.83 -4.44 0.13 -0.81
C -1.88 -4.17 -1.19 0.66
O -2.26 -4.98 -2.01 -0.63
C -1.41 -2.80 -1.62 -0.22
C -1.54 -2.44 -2.94 -0.11
C -1.12 -1.18 -3.34 -0.26
C -0.59 -0.32 -2.38 0.07
N -0.47 -0.67 -1.10 -0.51
C -0.86 -1.89 -0.74 0.14
H -2.16 -5.34 0.43 0.40
H -1.56 -3.77 0.83 0.41
H -1.96 -3.15 -3.64 0.24
H -1.19 -0.85 -4.37 0.22
H -0.25 0.67 -2.64 0.21
H -0.70 -2.11 0.31 0.21
O 3.35 1.85 -2.31 -0.66
C 2.25 2.14 -1.87 0.78
O 1.60 1.57 -0.94 -0.87
C 1.54 3.33 -2.51 -0.16
C 2.24 4.11 -3.42 -0.15
C 1.64 5.20 -4.04 -0.23
C 0.32 5.50 -3.78 -0.20
C -0.37 4.70 -2.89 0.00
C 0.21 3.63 -2.23 -0.13
N -1.81 5.00 -2.64 0.53
O -2.45 4.17 -2.02 -0.37
O -2.28 5.99 -3.18 -0.40
H 3.27 3.84 -3.62 0.24
H 2.21 5.81 -4.74 0.21
H -0.19 6.32 -4.25 0.24
H -0.34 3.06 -1.49 0.27
```

- 2S+1: 5
- <S²>: 6.012
- HOMO level (spin up / spin down): -4.348 / -4.446 eV
- ΔE to the lowest compared entry with this formula, charge and spin: 0.459 eV
- Charge: -1
- Lowest unoccupied orbital energy (spin up / spin down): 1.90 / 1.90 eV